1.
{"formula": "C31H68NO9", "method": "ωB97M-V/def2-TZVPD", "elements": ["C", "N", "C", "C", "C", "C", "C", "C", "C", "C", "C", "O", "O", "H", "H", "H", "H", "H", "H", "H", "H", "H", "H", "H", "H", "C", "C", "C", "O", "H", "H", "H", "H", "H", "H", "H", "H", "C", "C", "C", "O", "H", "H", "H", "H", "H", "H", "H", "H", "C", "C", "C", "O", "H", "H", "H", "H", "H", "H", "H", "H", "C", "C", "C", "O", "H", "H", "H", "H", "H", "H", "H", "H", "C", "C", "C", "O", "H", "H", "H", "H", "H", "H", "H", "H", "C", "C", "C", "O", "H", "H", "H", "H", "H", "H", "H", "H", "C", "C", "C", "O", "H", "H", "H", "H", "H", "H", "H", "H"], "positions_angstrom": [[-0.43, 2.99, -0.24], [-0.33, 1.86, 0.70], [-0.59, 0.56, 0.05], [-2.11, -0.01, 0.31], [-3.22, 1.16, 0.24], [-3.67, 1.95, 1.49], [-4.71, 3.10, 1.39], [-5.32, 3.50, 0.02], [-4.88, 2.71, -1.23], [-3.83, 1.54, -1.14], [-0.15, 0.49, -1.50], [1.10, 0.41, -1.73], [-1.03, 0.56, -2.55], [0.54, 3.25, -0.79], [-1.31, 2.88, -0.99], [-0.71, 3.91, 0.40], [-0.89, 2.00, 1.55], [0.10, -0.21, 0.59], [-2.09, -0.53, 1.34], [-2.27, -0.84, -0.45], [-3.20, 1.66, 2.50], [-5.00, 3.66, 2.33], [-6.06, 4.38, 0.01], [-5.31, 3.00, -2.25], [-3.56, 1.04, -2.13], [4.40, 1.90, 2.08], [3.32, 1.08, 2.78], [3.41, -0.39, 2.39], [2.04, 1.58, 2.43], [4.28, 1.86, 1.00], [4.31, 2.96, 2.37], [5.39, 1.55, 2.34], [3.43, 1.17, 3.86], [3.26, -0.52, 1.31], [2.62, -0.97, 2.88], [4.38, -0.81, 2.65], [1.93, 1.50, 1.47], [7.11, 1.37, -1.12], [7.30, 0.24, -0.12], [7.69, -1.05, -0.81], [6.09, 0.05, 0.61], [6.31, 1.13, -1.83], [6.82, 2.29, -0.61], [8.03, 1.55, -1.68], [8.07, 0.52, 0.61], [6.91, -1.38, -1.50], [7.81, -1.86, -0.07], [8.62, -0.94, -1.36], [5.40, -0.20, -0.02], [1.23, -4.25, 5.26], [0.28, -4.18, 4.08], [0.99, -4.49, 2.77], [-0.30, -2.88, 4.01], [2.04, -3.51, 5.16], [0.71, -4.01, 6.19], [1.68, -5.24, 5.35], [-0.54, -4.89, 4.23], [1.78, -3.76, 2.58], [0.29, -4.43, 1.93], [1.43, -5.49, 2.79], [0.41, -2.24, 3.88], [-2.58, 7.30, -1.74], [-3.38, 6.64, -0.63], [-3.69, 7.63, 0.48], [-2.66, 5.55, -0.10], [-1.62, 7.67, -1.36], [-2.35, 6.58, -2.53], [-3.12, 8.14, -2.18], [-4.31, 6.25, -1.04], [-2.77, 8.01, 0.94], [-4.26, 7.14, 1.28], [-4.27, 8.48, 0.11], [-1.83, 5.89, 0.26], [7.05, -1.25, 4.11], [6.21, -1.87, 5.22], [5.93, -0.86, 6.33], [6.91, -2.99, 5.76], [8.02, -0.91, 4.49], [7.25, -1.98, 3.33], [6.54, -0.39, 3.66], [5.27, -2.24, 4.81], [6.86, -0.52, 6.78], [5.34, -1.33, 7.12], [5.39, 0.00, 5.94], [7.74, -2.68, 6.13], [-2.31, -2.50, -4.23], [-3.46, -1.64, -4.73], [-3.33, -1.36, -6.22], [-3.47, -0.41, -4.01], [-1.35, -2.00, -4.38], [-2.40, -2.68, -3.15], [-2.28, -3.46, -4.75], [-4.41, -2.14, -4.52], [-2.41, -0.82, -6.43], [-4.16, -0.73, -6.56], [-3.34, -2.29, -6.79], [-2.63, 0.04, -4.18], [-6.92, -3.68, -6.01], [-7.01, -5.14, -5.60], [-8.06, -5.34, -4.51], [-5.75, -5.58, -5.11], [-6.63, -3.05, -5.16], [-6.15, -3.54, -6.78], [-7.87, -3.31, -6.40], [-7.26, -5.75, -6.47], [-7.81, -4.77, -3.61], [-8.11, -6.39, -4.22], [-9.05, -5.02, -4.86], [-5.52, -5.04, -4.34]], "mulliken_charge": [-0.6264, 0.0755, 0.4334, -0.4725, 0.1510, -0.3025, -0.4550, -0.4791, -0.5914, -0.0798, 0.0789, -0.7246, -0.6419, 0.2620, 0.1779, 0.1095, 0.1651, -0.1349, 0.3139, 0.1365, 0.2962, 0.2977, 0.3959, 0.3057, 0.4413, -1.1953, 0.4517, -0.3870, -0.5136, 0.2314, 0.4086, 0.2782, 0.1602, 0.2552, -0.1203, 0.1002, 0.2194, -1.3682, 0.3388, -1.3260, -0.3592, 0.3256, 0.3141, 0.4285, 0.2775, 0.3464, 0.2994, 0.4040, 0.2966, -0.8964, 0.3449, -1.0419, -0.5400, 0.0242, 0.3042, 0.3722, 0.2713, 0.1402, 0.3086, 0.3807, 0.3300, -1.4746, 0.4693, -1.3195, -0.3485, 0.3556, 0.3539, 0.4002, 0.2244, 0.3393, 0.3146, 0.3929, 0.2977, -0.9888, 0.5398, -1.2145, -0.5741, 0.4876, 0.3118, 0.0637, 0.1098, 0.3396, 0.3396, 0.2740, 0.3510, -1.2850, 0.7368, -1.4040, -0.4113, 0.3697, 0.2892, 0.4061, -0.1314, 0.4185, 0.3001, 0.3773, 0.2819, -1.0910, 0.3244, -1.2269, -0.5508, 0.2395, 0.2744, 0.3973, 0.2914, 0.3236, 0.3211, 0.3537, 0.3534], "fmax_ev_per_a": 5.22, "spin_multiplicity": 1, "gap_ev": 6.82, "lumo_ev": 2.271, "charge": -1}



2.
{"formula": "C19H31BBr2Cl4F4KLiN3NaO5P2S", "method": "ωB97M-V/def2-TZVPD", "elements": ["C", "C", "Br", "C", "Br", "C", "C", "N", "C", "C", "P", "N", "C", "C", "P", "O", "O", "S", "C", "C", "C", "C", "Cl", "C", "N", "H", "H", "H", "H", "H", "H", "H", "H", "H", "H", "H", "H", "H", "H", "H", "H", "H", "H", "C", "O", "C", "C", "O", "C", "H", "H", "H", "H", "H", "H", "H", "H", "H", "H", "Na", "B", "F", "F", "F", "F", "O", "H", "C", "Cl", "Cl", "H", "H", "K", "Cl", "Li"], "positions_angstrom": [[-1.73, -1.63, -1.53], [-1.37, -0.05, -1.09], [-2.10, 0.19, 0.77], [0.21, 0.32, -1.26], [0.52, 2.04, -2.32], [1.01, 0.56, 0.17], [1.97, -0.62, 0.74], [2.81, -0.59, 1.99], [2.58, 0.73, 2.67], [3.38, 0.96, 4.12], [4.58, -0.34, 4.89], [4.32, -1.86, 4.38], [3.21, 2.36, 5.00], [2.23, 3.59, 4.47], [2.11, 5.13, 5.59], [1.26, 6.49, 4.91], [1.30, 4.72, 7.11], [3.91, 5.72, 6.09], [1.48, 3.36, 3.03], [0.50, 4.56, 2.43], [-0.95, 4.67, 3.19], [-1.49, 3.28, 3.86], [-1.33, 3.31, 5.74], [1.64, 1.95, 2.15], [0.86, 1.88, 0.87], [-2.90, -1.61, -1.75], [-1.11, -1.99, -2.45], [-1.50, -2.26, -0.54], [-1.98, 0.64, -1.81], [0.74, -0.54, -1.88], [2.02, -1.63, 0.10], [4.32, -0.35, 6.33], [5.93, 0.10, 4.62], [4.07, -2.49, 5.17], [3.77, 2.50, 6.02], [0.36, 6.64, 5.35], [0.56, 5.39, 7.29], [1.14, 5.57, 2.47], [0.25, 4.42, 1.27], [-1.00, 5.51, 4.01], [-1.74, 4.98, 2.35], [-2.67, 3.25, 3.67], [-1.07, 2.30, 3.38], [-1.85, -1.96, -7.56], [-0.94, -3.04, -7.73], [0.21, -2.91, -6.88], [0.11, -3.84, -5.66], [-0.95, -3.43, -4.78], [-2.11, -4.23, -4.92], [-2.78, -2.21, -8.08], [-2.08, -1.77, -6.51], [-1.44, -1.05, -8.02], [0.35, -1.87, -6.57], [1.08, -3.21, -7.47], [1.04, -3.78, -5.09], [-0.03, -4.88, -5.97], [-1.94, -5.21, -4.47], [-2.40, -4.35, -5.97], [-2.93, -3.75, -4.39], [1.16, -0.72, -5.32], [-1.70, -7.91, -3.30], [-1.72, -9.36, -3.30], [-2.98, -7.40, -3.79], [-1.48, -7.43, -1.95], [-0.64, -7.43, -4.17], [-0.24, 5.67, -0.77], [-0.09, 4.92, -1.31], [-4.70, -3.99, -1.13], [-2.94, -4.18, -1.10], [-5.20, -2.88, -2.41], [-5.16, -4.97, -1.31], [-5.03, -3.60, -0.17], [4.42, 3.53, 2.99], [1.75, 6.74, 8.08], [1.08, 9.33, 7.48]], "mulliken_charge": [-0.7259, -0.2585, -0.1292, -0.0976, -0.1271, 0.2508, -0.5925, -0.4033, 0.2571, 0.4373, 0.2323, -0.6520, -1.2462, -0.1167, 0.6014, -0.4935, -0.5173, -0.3940, 0.4078, -0.3150, -0.5163, -0.2193, -0.2004, 0.1313, 0.0307, 0.2319, 0.0844, 0.3967, 0.5036, 0.3029, 0.2655, 0.1074, 0.1081, 0.2299, 0.2282, 0.3065, 0.3229, 0.2196, 0.1408, 0.0645, 0.4345, 0.3462, 0.0747, -0.6838, -0.3559, 0.0269, -0.5641, -0.1343, -0.3555, 0.2612, 0.2561, 0.2892, -0.3601, 0.4599, 0.3730, 0.3303, 0.1400, 0.3458, 0.0379, 0.9353, 0.5813, -0.3882, -0.4191, -0.4093, -0.4004, -0.9695, 0.0673, -0.3274, -0.0720, -0.1799, 0.3251, 0.3104, 1.0304, -0.7245, 0.8612], "fmax_ev_per_a": 7.55, "spin_multiplicity": 1, "gap_ev": 2.91, "lumo_ev": -2.764, "charge": 0}



3.
{"formula": "C21H25N2O2SiTi", "method": "ωB97M-V/def2-TZVPD", "elements": ["Ti", "O", "C", "C", "C", "C", "C", "C", "N", "H", "H", "H", "H", "H", "H", "H", "C", "Si", "C", "C", "N", "C", "C", "C", "C", "C", "C", "O", "C", "C", "C", "C", "C", "C", "H", "H", "H", "H", "H", "H", "H", "H", "H", "H", "H", "H", "H", "H", "H", "H", "H", "H"], "positions_angstrom": [[-0.07, -0.44, 0.18], [-0.80, -2.28, 0.90], [-1.58, -3.13, 0.03], [-1.52, -2.56, -1.37], [-2.15, -3.23, -2.40], [-2.10, -2.69, -3.68], [-1.41, -1.49, -3.88], [-0.81, -0.89, -2.80], [-0.86, -1.41, -1.56], [-0.86, -2.59, 1.82], [-2.61, -3.17, 0.38], [-1.15, -4.14, 0.04], [-2.68, -4.15, -2.22], [-2.58, -3.19, -4.51], [-1.35, -1.04, -4.86], [-0.27, 0.05, -2.91], [-2.72, 2.42, -0.96], [-2.56, 1.72, 0.76], [-2.88, 2.99, 2.07], [-3.63, 0.19, 0.96], [-0.88, 1.08, 0.84], [0.21, 1.30, 1.70], [0.08, 1.69, 3.05], [1.17, 1.79, 3.87], [2.45, 1.46, 3.42], [2.63, 1.04, 2.12], [1.53, 0.98, 1.27], [1.67, 0.56, -0.09], [2.94, 0.11, -0.56], [3.24, -1.23, -0.43], [4.45, -1.68, -0.94], [5.33, -0.79, -1.54], [5.00, 0.56, -1.65], [3.79, 1.02, -1.16], [-3.76, 2.70, -1.15], [-2.43, 1.71, -1.73], [-2.11, 3.32, -1.07], [-3.81, 3.51, 1.82], [-2.09, 3.75, 2.11], [-3.02, 2.57, 3.06], [-4.68, 0.48, 0.94], [-3.45, -0.31, 1.91], [-3.48, -0.53, 0.15], [-0.91, 1.93, 3.41], [1.03, 2.12, 4.89], [3.30, 1.54, 4.08], [3.61, 0.78, 1.74], [2.56, -1.91, 0.07], [4.72, -2.73, -0.85], [6.27, -1.14, -1.93], [5.68, 1.25, -2.12], [3.51, 2.07, -1.23]], "mulliken_charge": [0.8948, -0.3364, -0.5541, 0.3346, -0.8133, -0.3276, -0.8667, -0.3011, 0.2643, 0.2498, 0.4521, 0.4657, 0.4923, 0.4527, 0.4536, 0.5490, -0.9189, -0.1615, -1.2131, -0.9835, 0.1965, -0.1000, -0.3918, -0.9663, -0.7536, -0.8762, 1.7241, -0.1133, 0.1008, 0.0788, -0.9435, -0.5006, -0.6337, -0.0783, 0.3917, 0.2642, 0.3325, 0.3926, 0.4301, 0.3720, 0.4501, 0.3296, 0.2412, 0.3641, 0.4488, 0.4433, 0.5174, 0.3626, 0.4191, 0.4380, 0.4304, 0.4967], "e_above_lowest_kcal_mol": 0.0, "fmax_ev_per_a": 0.47, "s2": 0.76, "spin_multiplicity": 2, "gap_ev": [8.04, 8.19], "lumo_ev": [-6.688, -6.525], "charge": 2}



4.
{"formula": "C12H16N2O5", "method": "ωB97M-V/def2-TZVPD", "elements": ["C", "H", "H", "C", "H", "H", "C", "N", "C", "O", "C", "C", "C", "C", "C", "C", "N", "O", "O", "H", "O", "C", "H", "H", "H", "O", "C", "H", "H", "H", "H", "H", "H", "H", "H"], "positions_angstrom": [[-4.91, -0.52, 1.13], [-5.52, -1.01, 0.37], [-5.52, -0.39, 2.02], [-4.43, 0.84, 0.62], [-5.29, 1.47, 0.41], [-3.83, 1.33, 1.40], [-3.59, 0.72, -0.65], [-2.31, 0.10, -0.37], [-1.15, 0.62, -0.79], [-1.08, 1.67, -1.41], [0.13, -0.09, -0.42], [1.21, 0.78, -0.29], [2.52, 0.37, -0.07], [2.79, -1.01, -0.01], [1.72, -1.89, -0.17], [0.41, -1.46, -0.34], [-0.54, -2.53, -0.45], [-1.60, -2.43, 0.15], [-0.22, -3.51, -1.08], [1.93, -2.94, -0.15], [3.98, -1.62, 0.18], [5.18, -0.88, 0.29], [5.37, -0.29, -0.61], [5.18, -0.23, 1.16], [5.96, -1.64, 0.40], [3.54, 1.25, 0.09], [3.29, 2.63, 0.00], [2.89, 2.90, -0.98], [2.60, 2.96, 0.79], [4.25, 3.11, 0.15], [0.98, 1.82, -0.40], [-2.33, -0.80, 0.10], [-4.13, 0.13, -1.39], [-3.38, 1.70, -1.07], [-4.08, -1.17, 1.38]], "mulliken_charge": [-1.0560, 0.2913, 0.3416, -0.4037, 0.3345, 0.2596, -0.7439, -0.0101, 0.5518, -0.6975, -0.5216, -0.4548, 1.1953, 0.2656, -0.8559, 0.3307, 0.8433, -0.6652, -0.5557, 0.4624, -0.4689, -0.7315, 0.2813, 0.2581, 0.2919, -0.4504, -0.9502, 0.3718, 0.3602, 0.2452, 0.6089, 0.3062, 0.3187, 0.3658, 0.2815], "e_above_lowest_kcal_mol": 133.5, "fmax_ev_per_a": 1.60, "smiles": "CCCNC(=O)c1cc(OC)c(OC)cc1[N+](=O)[O-]", "spin_multiplicity": 1, "gap_ev": 8.34, "lumo_ev": -0.426, "charge": 0}